21
Properties=species:S:1:pos:R:3:forces:R:3:mulliken_charge:R:1 method="wB97M-V/def2-TZVPD" smiles="C[C@H]([NH3+])CNCC=O" gap_ev=10.95 multiplicity=1 e_homo_ev=-13.84 charge=+1 mol_weight_g_mol=117.17 e_lumo_ev=-2.884
N 0.59397 -0.81141 -1.33415 0.540 1.215 0.630 -0.35
C -0.88999 -0.72427 -0.91012 0.876 1.066 0.543 0.43
C -1.37663 -2.01500 -0.42683 -0.061 -2.638 4.927 -1.38
C -1.03105 0.37650 0.23308 0.786 -0.072 -1.794 -1.03
N -0.01916 1.47907 -0.05199 -1.165 -2.841 0.973 -0.36
C 0.77369 1.71310 1.13894 -1.392 0.907 1.076 -0.57
C 2.12180 1.05513 1.17470 -1.061 1.451 -1.464 0.00
O 2.51776 0.41499 0.25135 0.455 -1.544 -1.076 -0.53
H 1.07709 0.18131 -1.13116 -1.225 -1.765 -0.310 0.43
H 0.55499 -0.99002 -2.36571 0.827 -0.318 1.319 0.37
H 1.19023 -1.47146 -0.72060 -1.300 0.889 -1.665 0.40
H -1.42526 -0.44324 -1.79637 -0.091 0.481 -0.530 0.35
H -1.03010 -2.08836 0.75332 -0.769 0.037 -2.682 0.29
H -1.10408 -3.03788 -0.74750 0.407 0.962 -0.896 0.35
H -2.46061 -2.08820 -0.32146 -0.037 0.487 -0.265 0.35
H -0.87083 -0.14320 1.16806 1.039 0.020 0.271 0.37
H -2.07152 0.66922 0.43472 0.132 0.414 -0.997 0.41
H -0.45767 2.31136 -0.38076 -0.345 0.463 -0.055 0.25
H 0.92299 2.80777 1.07728 0.422 -0.388 1.036 0.43
H 0.17479 1.40096 2.06909 1.032 0.960 -0.908 0.30
H 2.80960 1.40365 1.88609 0.930 0.214 1.869 0.47